{
  "formula": "C31H60O27",
  "method": "ωB97M-V/def2-TZVPD",
  "species": ["C", "C", "O", "C", "O", "O", "C", "H", "H", "H", "H", "H", "H", "H", "H", "C", "C", "O", "C", "O", "O", "C", "H", "H", "H", "H", "H", "H", "H", "H", "C", "C", "O", "C", "O", "O", "C", "H", "H", "H", "H", "H", "H", "H", "H", "C", "C", "O", "C", "O", "O", "C", "H", "H", "H", "H", "H", "H", "H", "H", "C", "O", "C", "O", "O", "C", "H", "H", "H", "H", "H", "H", "C", "O", "C", "O", "O", "C", "H", "H", "H", "H", "H", "H", "C", "O", "C", "O", "O", "C", "H", "H", "H", "H", "H", "H", "C", "O", "C", "O", "O", "C", "H", "H", "H", "H", "H", "H", "O", "C", "O", "C", "C", "O", "H", "H", "H", "H"],
  "xyz": [[-5.96537, -6.82377, 0.05679], [-5.05960, -5.64515, -0.04143], [-5.73806, -4.63091, -0.70911], [-5.27859, -3.36209, -0.74680], [-4.29274, -2.89954, -0.17591], [-6.25153, -2.61578, -1.34021], [-5.97948, -1.22041, -1.47954], [-5.89076, -7.65178, -0.64742], [-7.03116, -6.64378, 0.19703], [-5.67964, -7.26377, 1.01538], [-4.15009, -5.92381, -0.57606], [-4.79201, -5.27294, 0.94824], [-6.88996, -0.71131, -1.78848], [-5.15566, -1.11345, -2.18517], [-5.66307, -0.78715, -0.53037], [5.28690, 0.54127, 1.29676], [4.50887, 0.50099, -0.06944], [4.06644, 1.84316, -0.36718], [2.86628, 2.05822, -0.94727], [1.96503, 1.27149, -1.14808], [2.79738, 3.29811, -1.56886], [3.83730, 4.25972, -1.60193], [4.58200, 0.12253, 2.01604], [5.42450, 1.57583, 1.60868], [6.20919, -0.03590, 1.29360], [3.65235, -0.17197, -0.03961], [5.14775, 0.13186, -0.87107], [4.33825, 4.26716, -0.63428], [3.50454, 5.26201, -1.86526], [4.50418, 3.88580, -2.38052], [1.67472, -2.71224, -2.29668], [2.07105, -1.70542, -3.35484], [3.39041, -1.22313, -3.16036], [4.05538, -0.56102, -4.04870], [3.85370, -0.40920, -5.26200], [5.21215, -0.17171, -3.36569], [6.31969, 0.23309, -4.16384], [2.14932, -3.66003, -2.55209], [0.60649, -2.88210, -2.17274], [2.07346, -2.34355, -1.35085], [1.45581, -0.80595, -3.35959], [2.03834, -2.15823, -4.34642], [7.29523, 0.05643, -3.70954], [6.21942, 1.31120, -4.28924], [6.41058, -0.33489, -5.08951], [-2.47461, 1.24596, -6.18050], [-1.80255, 0.50095, -5.00674], [-0.75938, 1.26550, -4.39943], [0.49119, 1.25981, -4.82191], [1.08849, 0.40748, -5.50637], [1.06147, 2.32565, -4.28581], [2.38964, 2.61039, -4.62049], [-2.77626, 0.46871, -6.88270], [-1.79182, 1.93607, -6.67370], [-3.37932, 1.76011, -5.85734], [-1.44203, -0.45833, -5.38279], [-2.51731, 0.11051, -4.28200], [3.08638, 1.79645, -4.42828], [2.73819, 3.55452, -4.20526], [2.43383, 2.83565, -5.68817], [0.19342, -1.79173, 5.52087], [-0.62881, -0.73859, 4.96190], [-0.99579, 0.26672, 5.73077], [-0.51819, 0.59688, 6.77982], [-2.04828, 0.96814, 5.21877], [-2.62523, 0.72552, 3.93965], [-0.48833, -2.63070, 5.37708], [0.49655, -1.76137, 6.56482], [0.97313, -1.92981, 4.77400], [-1.98887, 0.84903, 3.06337], [-3.50936, 1.29791, 3.66171], [-2.92569, -0.32075, 4.01751], [1.00887, -4.34958, 2.19280], [1.03796, -4.28713, 3.59904], [1.25846, -5.47880, 4.25599], [1.18606, -6.57726, 3.75182], [1.77264, -5.19818, 5.44303], [1.98436, -6.23391, 6.35419], [1.78618, -4.89352, 1.65356], [1.12630, -3.33290, 1.81934], [0.06528, -4.81367, 1.90488], [1.04779, -6.64039, 6.74181], [2.54791, -5.95191, 7.24254], [2.47239, -7.16160, 6.05051], [1.11238, 0.58071, 2.54849], [-0.11432, 0.73725, 1.79932], [-0.36431, -0.17421, 0.84911], [0.26173, -1.18399, 0.59352], [-1.37877, 0.27760, 0.09276], [-1.81591, -0.50502, -0.97942], [1.91140, 1.03854, 1.96705], [1.23180, -0.49585, 2.67702], [1.14731, 0.90376, 3.58832], [-0.98234, -0.88897, -1.56997], [-2.39784, 0.11846, -1.65723], [-2.37879, -1.37076, -0.63033], [0.60675, 4.32187, 2.72605], [-0.27465, 5.31007, 2.18886], [-1.43077, 5.66903, 2.74357], [-2.11552, 6.61013, 2.36546], [-1.78873, 4.80278, 3.79653], [-2.72541, 5.25280, 4.78052], [1.50682, 4.21073, 2.12396], [0.10611, 3.36153, 2.84687], [0.93094, 4.63288, 3.72007], [-2.85327, 4.44024, 5.49527], [-3.66965, 5.51384, 4.30525], [-2.29562, 6.04983, 5.38787], [-2.16045, 6.28775, -0.60563], [-1.85503, 5.26047, -1.22590], [-1.20095, 4.29018, -0.56983], [-0.98754, 3.24354, -1.48968], [-1.82019, 3.63289, -2.73030], [-2.16724, 4.94673, -2.46405], [0.05845, 3.20503, -1.79396], [-1.34263, 2.27852, -1.13257], [-2.79537, 3.14123, -2.72918], [-1.23200, 3.39061, -3.61263]],
  "forces_ev_per_angstrom": [[-0.46, -1.55, 1.51], [0.80, -0.09, 0.22], [-0.46, 2.21, -1.63], [-0.27, 0.76, 1.75], [-1.34, -1.16, -1.43], [0.60, -0.80, 0.12], [0.62, 0.00, 0.42], [0.34, 0.48, -0.47], [0.09, 0.65, -0.22], [-0.05, -0.41, 0.02], [0.14, 0.18, 0.04], [0.12, -0.09, 0.01], [0.06, -0.35, -0.25], [-0.18, 0.31, -0.16], [0.03, -0.12, 0.06], [-1.70, -0.07, -0.69], [0.61, -0.39, 0.81], [-0.75, 0.58, -0.32], [0.37, 0.24, -2.20], [1.05, 0.73, 0.99], [-1.51, -1.02, 1.11], [1.14, -1.06, 0.29], [0.35, -0.15, 0.33], [0.40, -0.04, -0.20], [-0.05, 0.16, -0.07], [-0.10, 0.17, 0.14], [-0.05, 0.42, -0.19], [0.20, 0.24, -0.16], [-0.61, -0.31, 0.08], [0.48, 0.43, 0.12], [1.11, 0.19, 0.21], [-1.20, 0.39, -1.30], [-0.02, -0.55, 1.68], [1.91, 0.11, -2.78], [0.45, -0.22, 3.29], [-0.58, -0.55, -0.61], [0.15, 0.47, -0.44], [-0.02, -0.11, 0.27], [0.00, 0.30, -0.30], [-0.16, -0.22, 0.19], [-0.33, -0.26, 0.05], [-0.19, 0.17, -0.10], [-0.44, -0.15, 0.92], [0.20, -0.06, -0.63], [-0.62, 0.35, -0.24], [-0.13, -0.62, 0.73], [0.20, -1.01, -1.39], [-1.27, -0.05, 0.59], [2.25, -2.42, -1.64], [-2.19, 2.24, 1.46], [-0.56, 0.64, 0.80], [1.17, 0.45, -1.59], [-0.05, 0.21, -0.22], [0.00, -0.07, 0.05], [0.15, 0.24, -0.04], [0.81, 0.25, -0.20], [0.03, 0.97, 0.58], [-0.21, 0.02, 0.18], [-0.52, -0.27, 0.79], [0.04, -0.46, -0.22], [-0.95, -0.91, -1.34], [0.09, 0.12, 0.15], [-1.05, 1.19, -0.06], [0.07, -0.34, -0.06], [0.60, 1.15, 0.30], [-0.07, -1.99, -0.60], [0.38, -0.40, 0.32], [0.02, 0.82, -0.21], [0.40, -0.01, 0.57], [0.60, 0.00, 0.52], [0.02, 0.50, 1.19], [-0.23, -0.08, -0.71], [-0.69, -0.03, -1.30], [0.91, -1.19, 1.61], [1.05, -0.14, -1.99], [-0.47, 0.95, 0.60], [-0.02, 0.87, 0.28], [-0.49, -2.20, 1.60], [0.37, -0.46, 0.87], [-0.57, 0.10, 0.22], [-0.06, 0.32, -0.33], [-0.36, 0.41, -0.09], [0.00, 0.96, -0.39], [0.31, 0.45, -1.15], [0.15, -1.55, -0.46], [-0.15, 0.33, 0.52], [0.83, -0.35, -1.33], [-0.50, 0.71, 0.79], [0.20, 0.88, 1.41], [0.24, -1.17, -0.92], [0.09, -0.16, 0.09], [0.58, -0.04, -0.42], [-1.01, 0.89, -0.30], [0.23, 0.08, 0.13], [-0.19, 0.13, 0.37], [-0.23, 0.14, -0.01], [-0.48, -0.17, 1.19], [0.11, 0.33, -0.57], [-1.98, 0.61, 0.83], [1.72, -2.07, 1.08], [1.10, 0.67, -1.08], [0.17, -0.06, -0.07], [-0.39, 0.33, -0.47], [-0.04, 0.01, -0.23], [-0.01, 0.03, 0.06], [-0.09, -0.30, -0.40], [0.05, 0.22, 0.19], [-0.14, 0.41, -0.40], [0.63, -2.42, -2.61], [-0.98, 3.82, 4.10], [-0.07, -0.56, -0.54], [0.14, -0.93, -1.27], [-0.22, -1.87, 0.99], [0.20, 1.91, -1.06], [0.10, -0.18, 0.40], [0.37, 0.18, 0.46], [0.22, -0.67, -0.37], [-0.37, 0.81, -0.26]],
  "smiles": "CCOC(=O)OC.CCOC(=O)OC.CCOC(=O)OC.CCOC(=O)OC.COC(=O)OC.COC(=O)OC.COC(=O)OC.COC(=O)OC.O=C1OCCO1",
  "orbital_gap_ev": 9.99,
  "homo_energy_ev": -9.77,
  "charge": 0,
  "lumo_ha": 0.00823
}